The following is a quantum chemistry calculation of 2 unconnected molecules or ions with the total composition C3H13N3O at a distorted geometry, from the OMol25 dataset.

Last column: Löwdin charge in e.
Element x y z (Å)
C (0.26997, 1.30241, 0.57986)  -0.1904
N (0.46842, 1.02646, -0.88728)  -0.0949
C (0.43977, -0.30775, -1.36945)  -0.3766
N (-0.56290, -0.60102, -2.41904)  -0.0240
C (1.29035, 0.44331, 1.44550)  -0.3204
N (0.57473, -0.71039, 1.89260)  -0.0325
H (-0.71269, 1.08113, 0.97218)  0.0799
H (0.36711, 2.45200, 0.51910)  0.1294
H (1.26152, 1.55775, -1.27669)  0.1117
H (0.40846, -0.91953, -0.44490)  0.0820
H (1.30368, -0.63965, -2.01097)  0.1148
H (-1.26005, -1.28622, -1.93531)  0.0831
H (-1.03182, 0.28040, -2.46732)  0.0305
H (2.31039, 0.36292, 0.84343)  0.1355
H (1.69138, 1.16169, 2.18604)  0.0842
H (1.10196, -1.60159, 1.85331)  0.0845
H (-0.24199, -0.83303, 1.20277)  0.0467
H (-2.58016, -1.51693, 0.96577)  0.0266
H (-2.83534, -0.32284, 0.01166)  0.0026
O (-2.26279, -0.92913, 0.33874)  0.0273

Cartesian forces (eV/Å) of the 3 atoms listed first:
C 2.263 1.008 -1.790
N -0.221 1.253 -0.190
C 1.722 -1.712 -0.657

As for the LUMO energy: 0.61 eV. The energy above the lowest of the compared OMol25 structures with the same formula, charge and spin comes out at 279.11 kJ/mol. The frontier orbital gap is 8.887 eV. For the total energy, the calculation gives -9837.4100 eV. The HOMO energy is -8.3 eV.